(1)
Molecular formula: C6H14
Method: DFT, ωB97M-V/def2-TZVPD

Cartesian coordinates (Å):
C: 0.83 0.78 -2.10
C: -0.56 0.87 -1.39
C: -0.45 0.88 0.14
C: 0.18 -0.40 0.71
C: 0.36 -0.21 2.25
C: -0.59 -1.70 0.47
H: 0.91 -0.14 -2.67
H: 0.84 1.52 -2.90
H: 1.66 0.93 -1.43
H: -1.11 -0.01 -1.72
H: -1.05 1.76 -1.77
H: -1.44 1.07 0.54
H: 0.27 1.63 0.43
H: 1.17 -0.46 0.26
H: 1.40 -0.36 2.50
H: -0.23 -0.92 2.81
H: 0.19 0.83 2.54
H: -0.81 -1.97 -0.57
H: -0.01 -2.51 0.92
H: -1.56 -1.60 0.97

The calculation puts the molar mass at 86.18 g/mol. The value obtained for the highest occupied orbital energy is -10.707 eV. For the electronic energy, the calculation gives -6448.856 eV. As for the SMILES: CCCC(C)C. The value obtained for the energy relative to the best compared isomer or geometry (same formula, charge and spin) is 53.3 kJ/mol.

***

(2)
Molecular formula: C22H41BrNP3PbS
Method: DFT, ωB97M-V/def2-TZVPD

Cartesian coordinates (Å):
Pb: -0.62 -0.38 -1.08
P: 2.22 1.18 0.77
P: -2.22 1.92 -0.61
P: 0.49 1.30 -3.22
H: -0.62 -5.35 -0.47
C: 0.16 -5.32 -1.24
C: 1.42 -4.95 -0.94
H: 1.69 -4.63 0.07
C: 2.61 0.57 2.40
C: 1.74 2.91 0.77
C: 3.58 0.90 -0.37
C: -3.83 1.72 -1.46
C: -2.74 2.14 1.13
C: -1.74 3.61 -1.10
C: 1.71 0.32 -4.17
C: 1.30 2.94 -3.14
C: -0.82 1.56 -4.47
H: -0.13 -5.64 -2.25
H: 2.22 -4.98 -1.69
H: 2.09 -0.39 2.56
H: 2.28 1.28 3.17
H: 3.69 0.40 2.49
H: 0.75 3.03 1.23
H: 1.70 3.31 -0.25
H: 2.47 3.49 1.35
H: 3.79 -0.17 -0.41
H: 4.47 1.44 0.00
H: 3.33 1.26 -1.38
H: -4.45 2.61 -1.25
H: -4.33 0.82 -1.10
H: -3.68 1.63 -2.55
H: -3.62 2.79 1.16
H: -1.92 2.60 1.70
H: -2.98 1.17 1.57
H: -2.54 4.31 -0.81
H: -1.58 3.68 -2.18
H: -0.81 3.90 -0.58
H: 2.02 0.89 -5.06
H: 1.27 -0.63 -4.48
H: 2.59 0.12 -3.55
H: 1.57 3.26 -4.16
H: 2.22 2.88 -2.53
H: 0.63 3.68 -2.69
H: -0.39 2.11 -5.32
H: -1.65 2.14 -4.04
H: -1.21 0.60 -4.82
C: -1.68 -2.12 -3.98
C: -2.22 -1.97 -5.28
C: -1.54 -2.46 -6.38
C: -0.31 -3.12 -6.21
C: 0.22 -3.30 -4.93
C: -0.48 -2.85 -3.82
S: -2.50 -1.42 -2.63
H: 1.09 0.41 0.34
H: -3.18 -1.46 -5.39
H: -1.96 -2.34 -7.38
H: 0.23 -3.49 -7.09
H: 1.17 -3.82 -4.80
H: -0.11 -3.04 -2.81
Br: -0.48 -5.43 2.80
C: -0.69 -3.54 2.73
C: -0.77 -2.81 3.92
C: -0.86 -1.42 3.84
C: -0.89 -0.81 2.58
N: -0.83 -1.52 1.44
C: -0.74 -2.87 1.50
H: -0.74 -3.32 4.88
H: -0.92 -0.79 4.73
H: -0.97 0.28 2.49
H: -0.70 -3.42 0.56

The charge is +4. The calculation puts the molar mass at 731.67 g/mol. The value obtained for the highest occupied orbital energy (alpha / beta) is -19.068 / -19.069 eV. For the electronic energy, the calculation gives -138919.302 eV.

***

(3)
Molecular formula: H2N6O
Method: DFT, ωB97M-V/def2-TZVPD

Cartesian coordinates (Å):
N: 0.11 2.72 -0.34
N: -2.07 -1.23 0.13
N: 0.68 1.77 -0.12
N: -2.75 -1.62 -0.62
N: 1.29 0.90 0.41
N: 1.67 -0.35 -0.11
O: -1.39 -0.84 0.96
H: 1.32 -0.89 0.66
H: 1.14 -0.47 -0.98

The calculation puts the molar mass at 102.06 g/mol. The value obtained for the highest occupied orbital energy is -8.859 eV. For the electronic energy, the calculation gives -11015.039 eV. The value obtained for the energy relative to the best compared isomer or geometry (same formula, charge and spin) is 31.3 kJ/mol.

***

(4)
Molecular formula: C4H11NO
Method: DFT, ωB97M-V/def2-TZVPD

Cartesian coordinates (Å):
N: -1.38 1.30 -1.12
C: -1.08 0.84 0.20
C: -0.96 -0.65 0.10
C: 0.41 -0.99 -0.53
C: 1.69 -0.43 0.20
O: 1.44 -0.70 1.68
H: -0.84 2.26 -1.26
H: -2.31 1.29 -1.38
H: -1.78 1.39 0.99
H: -0.10 1.28 0.54
H: -1.18 -1.34 0.93
H: -1.75 -1.05 -0.47
H: 0.62 -2.06 -0.38
H: 0.70 -0.67 -1.60
H: 2.57 -0.93 -0.20
H: 1.82 0.73 0.07
H: 2.13 -0.29 2.23

The calculation puts the molar mass at 89.14 g/mol. The value obtained for the highest occupied orbital energy is -8.925 eV. For the electronic energy, the calculation gives -7862.083 eV. As for the SMILES: NCCCCO. The value obtained for the energy relative to the best compared isomer or geometry (same formula, charge and spin) is 238.4 kJ/mol.

***

(5)
Molecular formula: C29H73N3O9
Method: DFT, ωB97M-V/def2-TZVPD

Cartesian coordinates (Å):
C: 4.59 -1.99 1.96
C: 3.64 -2.70 1.00
C: 2.38 -3.12 1.74
C: 3.20 -1.74 -0.11
C: 4.29 -1.47 -1.14
C: 4.76 -2.78 -1.75
C: 5.20 -3.82 -0.70
C: 5.28 -5.18 -1.38
C: 6.61 -3.48 -0.19
N: 4.18 -3.89 0.34
O: 4.43 -4.91 1.28
H: 4.04 -1.28 2.57
H: 5.06 -2.69 2.65
H: 5.35 -1.41 1.45
H: 2.57 -3.74 2.61
H: 1.86 -2.21 2.06
H: 1.76 -3.70 1.07
H: 2.34 -2.17 -0.63
H: 2.90 -0.79 0.34
H: 3.89 -0.82 -1.92
H: 5.16 -0.94 -0.73
H: 5.63 -2.63 -2.40
H: 3.99 -3.22 -2.39
H: 5.57 -5.96 -0.67
H: 6.06 -5.15 -2.15
H: 4.33 -5.45 -1.84
H: 6.68 -2.51 0.30
H: 7.33 -3.58 -1.00
H: 6.92 -4.20 0.58
H: 5.29 -4.72 1.69
C: 2.27 2.80 3.49
C: 1.26 1.77 4.03
C: 1.91 0.40 3.88
C: 0.96 2.01 5.50
C: 0.06 3.22 5.75
C: -1.20 3.11 4.92
C: -0.96 2.84 3.44
C: -2.28 2.40 2.79
C: -0.53 4.14 2.74
N: -0.01 1.74 3.32
O: 0.21 1.42 1.95
H: 2.52 2.59 2.45
H: 1.92 3.83 3.55
H: 3.18 2.76 4.08
H: 2.85 0.31 4.42
H: 1.26 -0.40 4.27
H: 2.14 0.17 2.84
H: 0.44 1.13 5.91
H: 1.90 2.14 6.04
H: -0.14 3.31 6.82
H: 0.61 4.11 5.45
H: -1.79 4.04 4.99
H: -1.92 2.41 5.35
H: -3.11 3.02 3.12
H: -2.51 1.37 3.10
H: -2.21 2.43 1.71
H: 0.16 4.74 3.33
H: -1.39 4.75 2.48
H: -0.08 3.89 1.78
H: -0.49 0.79 1.77
C: -0.63 3.56 -4.64
C: -1.67 2.44 -4.79
C: -1.95 2.19 -6.26
C: -1.04 1.13 -4.23
C: -1.12 0.99 -2.69
C: -2.56 1.21 -2.29
C: -3.13 2.56 -2.69
C: -4.61 2.59 -2.35
C: -2.46 3.66 -1.85
N: -2.93 2.71 -4.11
O: -3.57 3.85 -4.63
H: -1.11 4.53 -4.81
H: -0.24 3.62 -3.62
H: 0.20 3.48 -5.33
H: -2.64 1.36 -6.38
H: -2.37 3.05 -6.77
H: -1.01 1.94 -6.77
H: -1.48 0.25 -4.69
H: 0.01 1.20 -4.50
H: -0.80 -0.02 -2.44
H: -0.49 1.75 -2.23
H: -2.66 1.13 -1.20
H: -3.18 0.39 -2.68
H: -5.00 3.61 -2.38
H: -4.79 2.18 -1.36
H: -5.24 2.02 -3.04
H: -2.75 3.58 -0.80
H: -2.78 4.65 -2.19
H: -1.37 3.62 -1.81
H: -3.14 4.63 -4.24
C: -0.84 -1.36 0.59
O: -2.22 -1.24 0.28
H: -0.64 -1.09 1.63
H: -0.49 -2.39 0.44
H: -0.29 -0.63 0.00
H: -2.75 -1.60 1.00
C: -5.63 -1.16 -1.26
O: -5.53 -1.58 -2.62
H: -6.68 -1.03 -1.01
H: -5.17 -1.86 -0.55
H: -5.08 -0.22 -1.18
H: -5.40 -2.53 -2.66
O: -2.17 -2.17 -2.39
H: -2.61 -1.81 -1.61
H: -2.87 -2.60 -2.89
O: -3.77 -2.11 2.43
H: -3.72 -1.55 3.21
H: -4.42 -2.79 2.64
O: -0.16 -4.38 -2.25
H: -0.50 -3.48 -2.16
H: -0.75 -4.80 -2.87
O: -4.08 -4.38 0.05
H: -3.28 -3.96 0.38
H: -4.76 -4.15 0.69

The calculation puts the molar mass at 607.91 g/mol. The value obtained for the highest occupied orbital energy is -8.084 eV. For the electronic energy, the calculation gives -54151.518 eV. As for the SMILES: CC1(C)CCCC(C)(C)N1O.CC1(C)CCCC(C)(C)N1O.CC1(C)CCCC(C)(C)N1O.CO.CO.O.O.O.O. The value obtained for the energy relative to the best compared isomer or geometry (same formula, charge and spin) is 0.0 kJ/mol.

***

(6)
Molecular formula: C9H32O7
Method: DFT, ωB97M-V/def2-TZVPD

Cartesian coordinates (Å):
C: 19.30 18.58 -18.97
C: 20.61 18.78 -19.69
O: 21.65 18.91 -18.71
H: 18.45 18.95 -19.54
H: 19.27 19.04 -17.98
H: 19.28 17.51 -18.77
H: 20.56 19.67 -20.30
H: 20.78 17.88 -20.28
H: 22.45 18.63 -19.16
C: 16.74 17.69 -6.10
C: 16.60 17.23 -4.65
O: 17.75 17.36 -3.87
H: 15.99 17.29 -6.79
H: 17.72 17.43 -6.52
H: 16.75 18.78 -6.13
H: 16.30 16.18 -4.65
H: 15.84 17.81 -4.12
H: 17.43 17.33 -2.96
C: 11.83 21.96 -8.74
O: 11.77 23.20 -8.08
H: 10.85 21.48 -8.77
H: 12.06 22.22 -9.77
H: 12.45 21.23 -8.23
H: 11.32 23.19 -7.23
C: 16.01 18.45 -12.80
O: 16.33 17.62 -11.67
H: 15.12 19.03 -12.54
H: 16.82 19.17 -12.86
H: 15.90 18.08 -13.82
H: 15.47 17.34 -11.37
C: 14.64 13.01 -10.31
O: 13.69 13.82 -9.77
H: 14.14 12.18 -10.82
H: 15.20 13.49 -11.12
H: 15.29 12.53 -9.58
H: 12.91 13.28 -9.56
C: 15.27 24.70 -10.96
O: 13.98 25.24 -11.28
H: 15.24 24.24 -9.98
H: 15.35 23.87 -11.66
H: 16.06 25.44 -11.10
H: 13.56 25.01 -10.46
C: 21.71 18.62 -13.89
O: 22.49 19.67 -14.42
H: 22.26 17.70 -14.06
H: 21.62 18.76 -12.82
H: 20.73 18.61 -14.38
H: 22.62 19.47 -15.35

The calculation puts the molar mass at 252.35 g/mol. The value obtained for the highest occupied orbital energy is -10.081 eV. For the electronic energy, the calculation gives -24179.995 eV. As for the SMILES: CCO.CCO.CO.CO.CO.CO.CO. The value obtained for the energy relative to the best compared isomer or geometry (same formula, charge and spin) is 503.2 kJ/mol.

***

(7)
Molecular formula: C2H9N2O
Method: DFT, ωB97M-V/def2-TZVPD

Cartesian coordinates (Å):
N: -0.85 -1.44 -1.32
C: -0.75 0.00 -0.95
N: 0.44 -0.13 0.03
C: 0.33 0.86 1.21
O: 1.48 0.51 1.83
H: -0.35 -1.55 -2.23
H: -1.69 -2.01 -1.12
H: -1.69 0.24 -0.33
H: -0.57 0.89 -1.64
H: 1.37 0.00 -0.47
H: 0.50 -1.06 0.30
H: 0.28 1.96 1.03
H: -0.63 0.52 1.81
H: 2.13 1.20 1.83

The charge is +1. The calculation puts the molar mass at 77.11 g/mol. The value obtained for the highest occupied orbital energy is -14.519 eV. For the electronic energy, the calculation gives -7239.479 eV. As for the SMILES: NC[NH2+]CO. The value obtained for the energy relative to the best compared isomer or geometry (same formula, charge and spin) is 277.6 kJ/mol.

***

(8)
Molecular formula: C8H6BrN2O2P
Method: DFT, ωB97M-V/def2-TZVPD

Cartesian coordinates (Å):
N: -3.78 0.34 0.48
P: -2.98 0.26 -0.90
C: -1.14 0.11 -0.57
C: -0.62 0.33 0.78
C: 0.81 0.17 0.97
C: 1.70 -0.23 -0.16
C: 1.18 -0.43 -1.51
C: -0.27 -0.26 -1.71
Br: -0.95 -0.55 -3.51
C: 3.15 -0.36 0.39
O: 4.17 -0.50 -0.21
N: 2.98 -0.32 1.84
C: 1.73 0.33 2.22
O: 1.55 0.89 3.26
H: -4.32 1.21 0.50
H: -3.36 -0.93 -1.60
H: -3.25 1.40 -1.71
H: -1.27 0.60 1.65
H: 1.86 -0.73 -2.34
H: 2.82 -1.30 2.11

The calculation puts the molar mass at 273.03 g/mol. The value obtained for the highest occupied orbital energy is -8.996 eV. For the electronic energy, the calculation gives -94797.223 eV. As for the SMILES: N=[PH2]c1cc2c(cc1Br)C(=O)NC2=O.

***

(9)
Molecular formula: C16H11ClIrN2OSe2Te2
Method: DFT, ωB97M-V/def2-TZVPD

Cartesian coordinates (Å):
Ir: 0.00 0.00 0.00
Cl: -5.58 2.60 3.10
C: -4.22 1.66 2.61
C: -3.89 0.52 3.30
C: -2.78 -0.23 2.89
C: -1.93 0.09 1.79
O: -0.96 -0.75 1.59
C: -2.33 1.32 1.08
C: -1.72 2.05 -0.15
N: -0.70 1.62 -0.75
C: 0.29 1.62 -1.71
C: 0.26 2.68 -2.62
C: 1.21 2.77 -3.62
C: 2.20 1.79 -3.71
C: 2.28 0.70 -2.82
C: 3.34 -0.21 -3.04
C: 3.53 -1.33 -2.24
C: 2.65 -1.54 -1.21
N: 1.64 -0.70 -0.96
C: 1.36 0.50 -1.76
C: -3.46 2.06 1.52
H: -4.46 0.18 4.15
H: -2.54 -1.13 3.46
H: -2.22 2.98 -0.49
H: -0.51 3.44 -2.54
H: 1.19 3.59 -4.32
H: 2.93 1.89 -4.51
H: 4.03 -0.05 -3.85
H: 4.34 -2.02 -2.42
H: 2.73 -2.38 -0.53
H: -3.75 2.97 1.00
Se: -0.05 0.00 -2.65
Te: -2.39 0.00 -4.37
Te: -4.37 0.00 -2.39
Se: -2.65 0.00 -0.05
H: 0.00 -1.72 0.00

The charge is -1. The calculation puts the molar mass at 888.07 g/mol. Its multiplicity is 5. The value obtained for the highest occupied orbital energy (alpha / beta) is -3.032 / -3.299 eV. For the electronic energy, the calculation gives -182422.676 eV.

***

(10)
Molecular formula: C42H45Br2ClCoGe2N2O4SSi
Method: DFT, ωB97M-V/def2-TZVPD

Cartesian coordinates (Å):
Co: -0.13 0.05 0.68
C: -0.89 -2.48 -1.88
C: -2.05 -1.93 -1.11
C: -3.32 -2.51 -1.32
C: -4.43 -1.98 -0.75
C: -4.31 -0.83 0.06
C: -5.40 -0.12 0.62
Br: -7.18 -0.75 0.37
C: -5.19 1.02 1.33
C: -3.89 1.50 1.55
Br: -3.70 3.11 2.51
C: -2.76 0.83 1.10
O: -1.55 1.19 1.36
C: -3.01 -0.34 0.28
N: -1.90 -0.91 -0.29
H: -1.24 -2.84 -2.85
H: -0.44 -3.33 -1.37
H: -0.11 -1.73 -2.02
H: -3.39 -3.37 -1.97
H: -5.41 -2.41 -0.92
H: -6.02 1.58 1.74
C: 4.48 -1.76 5.75
Si: 4.31 -0.61 4.27
C: 5.02 1.06 4.75
C: 5.31 -1.35 2.87
C: 2.47 -0.46 3.91
C: 1.55 -0.83 4.88
C: 0.17 -0.75 4.65
C: -0.23 -0.34 3.41
N: 0.62 0.01 2.44
C: 1.96 0.02 2.68
S: 2.99 0.65 1.46
H: 5.53 -2.02 5.90
H: 3.93 -2.69 5.60
H: 4.13 -1.31 6.68
H: 5.97 0.94 5.26
H: 4.34 1.59 5.42
H: 5.17 1.68 3.88
H: 6.17 -1.87 3.29
H: 5.64 -0.59 2.18
H: 4.73 -2.07 2.29
H: 1.90 -1.20 5.84
H: -0.55 -1.01 5.40
H: -1.28 -0.27 3.14
C: 2.67 3.50 3.31
Ge: 1.18 3.78 2.06
C: -0.40 3.89 3.21
C: 1.48 5.61 1.37
Ge: 1.01 2.16 0.25
C: 2.50 2.48 -1.02
C: 3.63 3.20 -0.63
C: 4.67 3.41 -1.51
C: 4.62 2.89 -2.80
C: 3.51 2.16 -3.19
C: 2.46 1.96 -2.31
C: -0.53 2.58 -0.94
C: -0.99 1.65 -1.88
C: -2.06 1.94 -2.72
C: -2.70 3.17 -2.63
C: -2.26 4.10 -1.70
C: -1.19 3.80 -0.87
H: 2.73 4.40 3.93
H: 3.61 3.33 2.80
H: 2.47 2.64 3.95
H: -0.08 4.27 4.18
H: -0.87 2.92 3.34
H: -1.15 4.56 2.80
H: 1.65 6.25 2.23
H: 0.63 5.99 0.81
H: 2.35 5.66 0.72
H: 3.70 3.58 0.37
H: 5.54 3.98 -1.19
H: 5.44 3.05 -3.49
H: 3.46 1.74 -4.19
H: 1.60 1.40 -2.65
H: -0.51 0.68 -1.97
H: -2.39 1.20 -3.44
H: -3.53 3.39 -3.28
H: -2.76 5.05 -1.62
H: -0.89 4.54 -0.13
C: 4.08 -5.13 -0.23
C: 2.72 -5.65 -0.55
C: 2.61 -6.70 -1.47
C: 1.40 -7.27 -1.79
Cl: 1.34 -8.59 -2.94
C: 0.23 -6.82 -1.20
C: 0.31 -5.77 -0.30
C: 1.53 -5.18 0.02
O: 1.42 -4.21 0.97
C: 2.13 -2.97 0.92
C: 1.78 -2.18 -0.35
O: 2.18 -2.61 -1.43
O: 1.11 -1.12 -0.18
H: 4.83 -5.75 -0.71
H: 4.27 -5.14 0.84
H: 4.19 -4.10 -0.59
H: 3.51 -7.08 -1.93
H: -0.72 -7.27 -1.45
H: -0.58 -5.39 0.17
H: 3.21 -3.13 0.96
H: 1.81 -2.45 1.82

The charge is -1. The calculation puts the molar mass at 1101.40 g/mol. The value obtained for the highest occupied orbital energy (alpha / beta) is -5.028 / -4.991 eV. For the electronic energy, the calculation gives -377438.859 eV. The value obtained for the energy relative to the best compared isomer or geometry (same formula, charge and spin) is 48.5 kJ/mol.